A molecular structure, C35H38GaN7O3PS, computed with ωB97M-V/def2-TZVPD.

Cartesian coordinates (Å):
Ga (-0.274, 0.253, 0.285)
C (5.156, 4.716, 0.259)
C (3.876, 3.954, 0.009)
C (2.658, 4.621, -0.149)
C (1.483, 3.929, -0.350)
C (1.449, 2.528, -0.429)
N (0.242, 1.843, -0.638)
C (-0.695, 2.415, -1.518)
C (-0.339, 2.733, -2.832)
C (-1.247, 3.278, -3.719)
C (-2.573, 3.500, -3.344)
C (-3.579, 4.069, -4.315)
C (-2.938, 3.173, -2.050)
C (-2.014, 2.662, -1.143)
N (-2.417, 2.491, 0.215)
C (-3.344, 3.221, 0.877)
C (-3.390, 2.764, 2.169)
C (-2.443, 1.735, 2.219)
N (-1.855, 1.577, 1.037)
C (2.671, 1.874, -0.270)
C (3.853, 2.576, -0.041)
N (2.750, 0.446, -0.368)
C (3.806, -0.285, -0.781)
C (3.481, -1.616, -0.630)
C (2.183, -1.603, -0.112)
N (1.754, -0.358, 0.039)
H (5.227, 5.579, -0.405)
H (6.032, 4.088, 0.097)
H (5.194, 5.089, 1.284)
H (2.636, 5.704, -0.081)
H (0.548, 4.468, -0.446)
H (0.687, 2.548, -3.137)
H (-0.930, 3.524, -4.728)
H (-3.082, 4.655, -5.088)
H (-4.298, 4.714, -3.809)
H (-4.142, 3.274, -4.814)
H (-3.967, 3.321, -1.735)
H (-3.866, 4.035, 0.402)
H (-4.020, 3.126, 2.966)
H (-2.167, 1.116, 3.057)
H (4.777, 2.028, 0.113)
H (4.699, 0.176, -1.169)
H (4.103, -2.465, -0.859)
H (1.533, -2.421, 0.159)
C (3.336, -5.500, 4.415)
C (2.459, -4.324, 4.081)
C (1.101, -4.326, 4.396)
C (0.285, -3.264, 4.045)
C (0.837, -2.187, 3.363)
C (2.195, -2.137, 3.078)
C (2.994, -3.206, 3.439)
S (-0.243, -0.919, 2.815)
O (0.535, 0.274, 2.491)
O (-1.300, -0.814, 3.781)
N (-0.792, -1.354, 1.329)
C (-2.176, -1.716, 1.193)
C (-2.797, -2.682, 1.986)
C (-4.131, -2.962, 1.760)
C (-4.813, -2.288, 0.757)
C (-4.115, -1.349, 0.023)
N (-2.826, -1.070, 0.233)
H (2.808, -6.232, 5.025)
H (4.233, -5.185, 4.952)
H (3.664, -5.997, 3.499)
H (0.680, -5.164, 4.940)
H (-0.762, -3.252, 4.322)
H (2.616, -1.256, 2.609)
H (4.059, -3.172, 3.232)
H (-2.243, -3.178, 2.769)
H (-4.638, -3.704, 2.364)
H (-5.860, -2.480, 0.556)
H (-4.600, -0.777, -0.764)
C (0.725, -1.398, -3.919)
P (-0.520, -1.697, -2.667)
C (-0.283, -3.382, -2.094)
C (-2.126, -1.653, -3.454)
O (-0.409, -0.668, -1.581)
H (0.823, -2.239, -4.609)
H (1.668, -1.239, -3.392)
H (0.468, -0.493, -4.473)
H (-0.618, -4.091, -2.854)
H (-0.860, -3.527, -1.179)
H (0.774, -3.549, -1.890)
H (-2.193, -2.376, -4.270)
H (-2.296, -0.644, -3.835)
H (-2.877, -1.879, -2.698)

Computed properties:
Charge   +1
Kohn-Sham gap   0.293 Eh

Charges per atom according to Löwdin partitioning, unit e: 0.431, -0.044, -0.268, -0.027, 0.004, -0.199, 0.011, -0.240, -0.006, -0.033, -0.269, -0.044, 0.018, -0.114, -0.037, -0.034, -0.019, -0.081, 0.054, -0.105, 0.015, -0.020, -0.031, -0.027, -0.142, 0.043, 0.082, 0.076, 0.086, 0.121, 0.124, 0.127, 0.116, 0.079, 0.080, 0.085, 0.121, 0.130, 0.108, 0.098, 0.117, 0.132, 0.106, 0.114, -0.040, -0.253, -0.019, -0.048, -0.280, -0.057, -0.023, 0.644, -0.294, -0.270, -0.095, -0.373, -0.006, -0.046, -0.059, -0.130, 0.100, 0.079, 0.088, 0.088, 0.119, 0.107, 0.111, 0.123, 0.094, 0.116, 0.108, 0.112, -0.144, 0.594, -0.149, -0.147, -0.323, 0.067, 0.054, 0.062, 0.066, 0.060, 0.050, 0.067, 0.064, 0.046



2 unconnected molecules or ions with the total composition C2H6N3S2 at a distorted geometry, computed with ωB97M-V/def2-TZVPD.

Cartesian coordinates (Å):
C (1.303, 0.223, -0.289)
C (-1.440, 0.596, -0.116)
N (-0.529, 0.012, 0.525)
N (2.047, -0.670, 0.206)
N (1.674, -1.518, 1.162)
S (-3.034, 0.421, 0.620)
S (-1.221, 1.491, -1.616)
H (1.512, 1.027, -0.957)
H (3.042, -0.727, -0.062)
H (2.159, -2.401, 1.245)
H (0.686, -1.445, 1.393)
H (-3.710, 1.175, -0.258)
H (-2.489, 1.816, -1.854)

Computed properties:
Charge   +1
Kohn-Sham gap   0.334 Eh
Energy relative to the best compared isomer or geometry (same formula, charge and spin)   103.5 kcal/mol

Charges per atom according to Löwdin partitioning, unit e: 0.126, -1.171, 0.022, -0.047, 0.115, 0.843, 0.825, 0.090, 0.209, 0.140, 0.100, -0.128, -0.125



- Look up the charge of the second one.
  +1



- The lowest Kohn-Sham gap belongs to which entry?
  C35H38GaN7O3PS



- Which value of Kohn-Sham gap does entry 1 give?
  0.293 Eh